[1]
The molecule C4HNO2. Source: OMol25; level of theory: the ωB97M-V functional and the def2-TZVPD basis.

- DFT total energy: -9743.628 eV
- Gap between HOMO and LUMO (alpha / beta): 0.296 / 0.282 Ha
- Largest force on an atom: 1.20 eV Å⁻¹

The geometry in XYZ format:
```
8
Properties=species:S:1:pos:R:3:forces:R:3
C 0.9145 -1.1983 0.0015 -0.1830 0.5579 -0.0141
C 1.3251 0.1348 -0.0025 0.4538 -0.5734 0.0183
C -0.8037 1.1873 0.0064 0.6812 0.5639 0.0340
C -1.8494 0.4422 -0.0001 -1.1745 -0.2202 -0.0423
N 0.5459 -2.2889 0.0033 -0.1735 -0.6020 0.0034
O 0.4866 1.1490 0.0093 0.3492 0.6509 -0.0183
O -2.9843 0.1637 -0.0126 0.0876 -0.4795 0.0177
H 2.3654 0.4102 -0.0052 -0.0408 0.1024 0.0012
```
Forces are in eV/Å.

---

[2]
A structure of composition C8H14OSi2. Source: OMol25; level of theory: the ωB97M-V functional and the def2-TZVPD basis.

- DFT total energy: -26318.175 eV
- Gap between HOMO and LUMO: 0.316 Ha
- Largest force on an atom: 4.79 eV Å⁻¹

The geometry in XYZ format:
```
25
Properties=species:S:1:pos:R:3:forces:R:3
Si 2.1971 -2.0845 0.5660 1.7285 0.5848 -1.0511
O 3.2845 -1.0855 -0.3941 -2.1934 1.3833 1.8832
Si 3.0252 0.6470 -0.0142 -0.5083 -1.9499 -2.1810
C 1.4969 1.3456 -1.0304 -0.2159 -0.0415 -0.5739
C 0.3197 1.9737 -0.0583 -1.2241 -0.4175 0.1008
C -0.9683 0.9138 0.0418 -2.6884 -2.2470 0.0634
C -1.5714 0.4044 1.4793 -1.7765 -1.3158 -4.1397
C -2.8457 -0.6275 1.4426 1.0719 0.6679 -3.0602
C -3.5187 -1.2089 0.0334 3.3944 2.5968 -0.5648
C -2.8918 -0.7389 -1.4215 1.9835 1.9086 3.9241
C -1.6434 0.3326 -1.3727 -0.9637 -1.0238 2.9185
H 2.9494 -2.4642 1.7828 -0.1019 0.0073 -0.0060
H 0.9879 -1.3538 0.9243 -0.2367 0.3761 0.0870
H 1.7507 -3.3112 -0.1263 0.2359 0.1166 -0.1968
H 4.1973 1.3747 -0.5149 0.2659 -0.0558 0.2047
H 2.8349 0.7386 1.4292 -0.0641 0.1559 0.3523
H 1.1285 0.4182 -1.6771 0.4438 2.0358 1.4401
H 1.8954 2.1367 -1.8218 -0.8791 -1.5361 1.7860
H 0.6786 2.1650 1.0518 -0.5776 -0.5215 -2.2856
H -0.0540 3.0377 -0.4494 0.7066 -2.4907 0.6971
H -1.1032 0.7691 2.5003 -1.1457 -0.8671 -2.3819
H -3.3207 -1.0117 2.4556 1.1675 0.9388 -2.3622
H -4.4163 -1.9738 0.0182 2.0939 1.8061 0.3019
H -3.2914 -1.1222 -2.4769 0.9136 0.9229 2.7327
H -1.1210 0.7251 -2.3676 -1.4302 -1.0341 2.3113
```
Forces are in eV/Å.

---

[3]
A structure of composition C4H7NdO3. Source: OMol25; level of theory: the ωB97M-V functional and the def2-TZVPD basis.

- Net charge: +2
- DFT total energy: -25658.300 eV
- Gap between HOMO and LUMO (alpha / beta): 0.242 / 0.257 Ha
- Largest force on an atom: 5.21 eV Å⁻¹
- ⟨S²⟩: 3.760
- Multiplicity: 4

The geometry in XYZ format:
```
15
Properties=species:S:1:pos:R:3:forces:R:3
H 0.9833 2.4098 -0.2538 -0.0600 -0.1930 0.2853
O -1.7216 0.6473 0.0025 -0.1544 0.6950 -0.4361
C -0.9178 1.4576 -0.5279 -0.5726 1.2970 3.9551
C 0.5007 1.4611 0.0137 0.1566 0.6239 -0.9482
O 1.1768 0.4296 -0.6610 -1.9758 0.7146 -0.0951
C 0.4255 -0.7880 -0.7732 0.9958 -0.6947 -2.4315
C 0.6342 -1.5913 0.5203 3.1519 -1.8016 -2.0759
O -0.3467 -1.4281 1.4852 -4.5949 2.1069 1.2546
Nd -2.1988 -0.4384 1.9868 3.8850 -1.7790 -1.7945
H -1.3301 2.3822 -0.9588 0.0406 -0.7076 -1.2193
H 0.5657 1.2763 1.0955 -0.4729 0.2259 0.0756
H 0.4638 -0.6492 -2.0041 2.1448 -2.8656 1.8524
H -0.5602 -1.1794 -1.0951 -1.8331 2.2615 1.2111
H 1.6171 -1.3397 0.9660 -0.5109 -0.0585 -0.1693
H 0.7082 -2.6497 0.2039 -0.2002 0.1753 0.5357
```
Forces are in eV/Å.

---

[4]
The ion C9H17N5 with charge +2. Source: OMol25; level of theory: the ωB97M-V functional and the def2-TZVPD basis.

- Net charge: +2
- DFT total energy: -17039.127 eV
- Gap between HOMO and LUMO: 0.255 Ha
- Largest force on an atom: 2.12 eV Å⁻¹

The geometry in XYZ format:
```
31
Properties=species:S:1:pos:R:3:forces:R:3
C 0.4451 -1.7756 2.3871 -0.0168 0.4482 -0.1138
C 0.0593 -0.3301 -0.5187 -0.1016 0.1797 0.4224
C 0.2099 0.5609 2.9113 -0.0676 0.0267 -1.0191
C -1.4308 0.0022 -2.4404 0.0042 -0.7530 -0.7413
C -0.8722 0.3463 -1.1544 0.6405 -0.0424 0.8509
C -1.4132 1.5967 -0.5042 -0.1266 0.1190 0.1284
C 2.4518 1.2195 0.6189 0.0177 0.0314 0.1497
C -1.8750 -1.4394 -4.3291 -0.6467 -0.4995 -1.3210
C 2.3252 -0.2407 0.2165 1.2185 0.7568 0.0372
N 0.7131 -1.7430 1.1423 -0.1743 -2.0899 -0.2838
N -1.2943 -1.1174 -3.0619 0.3476 0.5890 1.0854
N 0.2048 -0.7735 3.2479 -0.2722 0.5027 1.3261
N -0.0613 1.3606 3.8971 -0.0905 -0.2343 0.6268
N 0.9206 -0.6999 0.3219 -0.6493 0.7828 -0.7403
H 0.4003 -2.7822 2.7916 -0.0195 0.0681 0.0519
H -2.0428 0.7674 -2.9110 0.0039 -0.1084 -0.1327
H -0.9632 1.7536 0.4726 0.0229 -0.0283 0.0235
H -1.2108 2.4616 -1.1326 0.0523 0.0670 -0.0872
H -2.4911 1.5054 -0.3851 -0.0956 0.0111 0.0369
H 1.9804 1.3927 1.5847 0.0966 0.0019 -0.1687
H 3.5078 1.4632 0.6987 0.0969 0.0031 -0.1048
H 2.0063 1.8795 -0.1195 -0.0567 0.0966 -0.1088
H -2.3623 -0.5729 -4.7735 0.0880 -0.0072 0.1175
H -2.6117 -2.2407 -4.2066 0.0907 0.1365 0.0979
H -1.1061 -1.8166 -5.0086 0.0071 0.1471 0.1305
H 2.9105 -0.8802 0.8795 -0.2683 -0.0760 -0.1308
H 2.6745 -0.3857 -0.8079 -0.1735 -0.1787 0.1069
H 0.0078 -1.0503 4.2146 0.0672 -0.2092 -0.2250
H -0.0711 2.3603 3.7565 0.0053 -0.0998 -0.0399
H -0.2599 1.0502 4.8512 0.0382 0.1493 -0.0863
H -0.7514 -1.8721 -2.6388 -0.0385 0.2097 0.1114
```
Forces are in eV/Å.

---

[5]
A cluster of 3 separate species, C12H7ClF2I2O8 in total. Source: OMol25; level of theory: the ωB97M-V functional and the def2-TZVPD basis.

- DFT total energy: -63092.843 eV
- Gap between HOMO and LUMO: 0.289 Ha
- Structure (SMILES): O=C1C=C(I)C(=O)C(I)=C1Cl.O=C1OC[C@@H](F)O1.O=C1OC[C@@H](F)O1
- Largest force on an atom: 3.93 eV Å⁻¹

The geometry in XYZ format:
```
32
Properties=species:S:1:pos:R:3:forces:R:3
O 0.9821 -5.8047 -0.0280 -1.2727 3.4858 -1.3012
C 0.5006 -4.7115 -0.3650 0.2929 -1.7184 0.3571
C 1.3503 -3.3858 -0.6284 -2.1861 2.0027 1.2137
C 0.7605 -2.1776 -0.1667 0.5888 -3.1497 -0.9133
I 1.7408 -0.2804 -0.4904 -0.8371 -1.2793 0.4116
C -0.6528 -2.2809 0.6009 -0.1853 0.8831 1.1470
O -0.8825 -1.6262 1.6266 0.5300 -1.8583 -3.2811
C -1.6804 -3.3267 -0.0550 2.0427 -2.0749 -0.7961
I -3.7883 -2.8910 -0.2319 1.6919 -0.2447 0.4322
C -1.0921 -4.5337 -0.5313 -1.1483 2.6540 0.6966
Cl -2.1287 -5.7935 -1.3341 1.7599 1.4004 1.1671
H 2.3473 -3.4281 -1.1605 -1.3575 -0.1170 0.8953
O -2.8945 -0.7246 -2.6995 0.6066 0.7120 -0.1352
C -2.1846 0.2192 -2.8767 -0.8902 -1.0514 0.4753
O -2.3583 1.4297 -2.2765 0.1342 -0.4972 -0.3998
C -1.2412 2.2301 -2.6402 -0.1005 0.8752 0.4623
C -0.7837 1.5821 -3.9090 0.6879 -0.1574 -0.1490
F 0.5589 1.6919 -4.0562 0.0537 0.0157 -0.1821
O -1.1053 0.2205 -3.7088 -0.5268 0.4386 0.0906
H -0.4881 2.1839 -1.8485 0.1048 -0.1108 -0.2114
H -1.5342 3.2705 -2.7853 -0.1762 -0.1602 0.0662
H -1.2855 1.9497 -4.8086 0.1888 -0.0316 -0.0327
O 0.3681 4.9973 3.2164 0.3701 -0.8342 -0.0026
C 0.8853 3.9251 3.2993 -0.9636 1.2539 0.0120
O 0.4985 2.9545 4.1737 0.3594 0.3985 -0.3938
C 1.2668 1.7979 3.8669 -0.3274 -0.7341 0.5695
C 2.4643 2.3822 3.1856 0.2533 -0.2174 -0.5453
F 2.9520 1.5358 2.2464 0.2404 0.0236 -0.0271
O 1.9410 3.5227 2.5359 -0.0859 -0.0794 0.6476
H 0.6883 1.1404 3.2115 0.2107 0.0536 -0.1305
H 1.5286 1.2487 4.7720 -0.1347 0.2016 0.0217
H 3.2668 2.6826 3.8654 0.0763 -0.0824 -0.1647
```
Forces are in eV/Å.

---

[6]
A structure of composition C55H46Cl3I2KN5O4S3Sb. Source: OMol25; level of theory: the ωB97M-V functional and the def2-TZVPD basis.

- Net charge: -2
- DFT total energy: -182558.821 eV
- Gap between HOMO and LUMO: 0.174 Ha
- Largest force on an atom: 3.05 eV Å⁻¹

The geometry in XYZ format:
```
120
Properties=species:S:1:pos:R:3:forces:R:3
K -0.7941 0.0761 -0.1863 2.9925 -0.4477 -0.3429
C -0.2598 1.5403 -6.0906 -0.0155 0.1144 -0.0963
O -0.6762 1.2192 -4.7991 -0.5082 0.3494 0.3943
C -1.2275 2.2144 -4.0144 0.3867 -0.3248 -0.3991
C -1.4262 3.5014 -4.4444 0.1663 -0.0758 -0.1770
C -1.9602 4.4521 -3.5707 -0.1668 0.4143 0.0305
C -2.3060 4.0754 -2.2948 0.0017 0.0973 0.1297
C -2.1313 2.7703 -1.8263 0.2375 -0.0334 -0.7587
C -2.4843 2.4958 -0.4490 -0.5104 0.3888 1.0255
N -2.9304 1.3910 -0.0027 0.1067 -0.1898 -0.6641
N -3.3204 1.3163 1.2952 -0.8501 0.8590 0.9530
C -2.6632 0.5622 2.1151 0.3852 0.2064 -0.4220
O -1.5743 -0.0733 1.8567 -0.9517 -0.0189 2.3826
C -3.2163 0.4749 3.4949 0.0023 -0.0219 0.3581
C -4.5806 0.4413 3.7656 0.0812 0.0610 -0.1077
C -5.0351 0.3182 5.0667 -0.1431 0.0008 0.1118
C -4.1313 0.2529 6.1163 -0.0359 -0.0949 0.1513
C -2.7698 0.2806 5.8564 -0.0384 0.0543 0.1214
C -2.3188 0.3797 4.5540 0.0412 0.0835 -0.1199
C -1.5277 1.7865 -2.6669 0.1449 -0.2161 -0.1288
O -1.1922 0.6291 -2.2744 -0.7442 0.6413 -2.0878
H 0.1070 0.6112 -6.5285 0.0044 0.0487 0.0105
H 0.5498 2.2839 -6.0996 -0.0162 -0.0266 0.0719
H -1.0881 1.9266 -6.6980 -0.0001 -0.0092 -0.0466
H -1.1623 3.8072 -5.4492 0.0352 -0.0911 -0.0367
H -2.1212 5.4654 -3.9166 -0.0077 0.0440 0.0338
H -2.7207 4.8139 -1.6195 -0.0608 0.0540 0.1028
H -2.3841 3.3510 0.2409 -0.1719 -0.1090 -0.0208
H -5.2791 0.5111 2.9463 -0.0549 0.0254 -0.1611
H -6.1000 0.2594 5.2684 0.0338 0.0474 -0.0295
H -4.4921 0.1534 7.1329 0.0043 -0.0019 0.0385
H -2.0559 0.2042 6.6677 -0.0088 -0.0012 0.0073
H -1.2626 0.3771 4.3330 0.0614 -0.0837 -0.0371
S 2.9070 -2.8415 -0.6732 0.3705 -0.3568 -0.5360
C 2.6856 -1.9964 0.7882 0.3826 -0.2142 -0.5581
C 3.6730 -2.1190 1.7885 0.0268 0.0265 0.4261
C 3.5596 -1.3941 2.9451 -0.0237 0.0776 -0.0130
C 2.4714 -0.5363 3.0885 0.0565 0.2108 0.1225
C 1.5420 -0.4870 2.0688 0.2358 0.2537 0.2865
N 1.6141 -1.2003 0.9510 -0.2093 0.0806 0.0137
H 4.5073 -2.7845 1.6124 -0.0427 0.0132 -0.0447
H 4.3132 -1.4716 3.7220 -0.0087 -0.0084 0.0348
H 2.3462 0.0682 3.9726 -0.0913 0.0692 0.1204
H 0.6938 0.1764 2.1422 -0.2234 0.0546 0.1872
I -0.4536 -1.9040 -4.1956 -0.1066 -0.4306 -0.2115
C 1.1093 -1.4376 -2.8451 0.0294 0.1361 -0.3100
I 1.9803 0.4694 -3.1454 0.4330 0.0081 0.0130
H 1.8965 -2.1717 -2.9743 -0.1913 0.1535 0.1061
H 0.7223 -1.4661 -1.8383 0.0736 -0.1008 0.0666
Cl 7.4414 6.8487 2.1392 0.1925 0.0307 0.2040
C 6.2403 6.6390 0.9144 -0.0933 -0.3386 -0.3458
C 6.2391 5.4848 0.1378 -0.1787 0.3264 0.0651
C 5.2767 5.3456 -0.8504 0.1694 0.0536 0.1180
C 4.3040 6.3086 -1.0719 -0.0226 0.5709 0.0117
C 3.2663 6.1684 -2.1703 -0.4251 0.1967 -0.0523
C 1.8479 5.8809 -1.6043 0.2176 0.3607 -0.3371
N 1.7262 4.7142 -0.7789 -0.1038 -0.2198 0.0420
C 2.3093 4.4948 0.4429 0.2061 -0.0631 0.4037
C 1.9023 3.2525 0.8339 0.2249 0.2719 0.1933
N 1.0825 2.7155 -0.1043 -0.4120 -0.5651 -0.1125
C 0.9929 3.6023 -1.0505 -0.1273 0.0753 -0.1140
O 3.6929 5.3246 -3.2134 0.2062 0.0432 0.0994
C 3.3714 3.9363 -3.1600 -0.1177 -0.3196 -0.1618
C 4.3586 3.1959 -4.0066 -0.1629 0.2863 -0.2733
C 4.4235 3.2830 -5.3653 0.4838 -0.4614 0.2502
Cl 3.3959 4.1938 -6.3659 -0.2430 0.2088 -0.2755
S 5.6907 2.3085 -6.0314 -0.3112 0.1744 0.3949
C 6.1372 1.7773 -4.4541 -0.0181 0.1198 -0.3638
C 5.3554 2.3254 -3.4956 0.0931 -0.0602 -0.0508
C 4.3513 7.4656 -0.2801 0.3434 -0.5816 -0.1306
Cl 3.2351 8.7641 -0.5397 -0.1436 0.2407 0.0104
C 5.3126 7.6408 0.7051 -0.1405 -0.0353 -0.0753
H 6.9768 4.7143 0.2971 0.0619 -0.0318 0.0440
H 5.3008 4.4710 -1.4782 -0.0318 -0.1109 -0.0720
H 3.1901 7.1527 -2.6601 -0.0581 -0.2072 0.2015
H 1.1586 5.7678 -2.4445 -0.0111 0.0430 0.0571
H 1.5477 6.7609 -1.0250 -0.0258 -0.1197 -0.1677
H 2.9364 5.2235 0.9166 0.0726 0.0892 0.0946
H 2.1456 2.7113 1.7259 0.1057 -0.0762 0.2440
H 0.3959 3.4925 -1.9327 -0.1575 0.0693 -0.3847
H 2.3594 3.7732 -3.5522 0.0233 0.0262 0.1103
H 3.4128 3.5344 -2.1466 -0.0447 0.0326 0.0442
H 6.9405 1.0766 -4.3418 0.1320 -0.1505 0.0662
H 5.4491 2.1013 -2.4491 0.0172 -0.1238 0.2487
H 5.3367 8.5501 1.2859 -0.0047 0.0183 0.0468
S -0.6480 -2.5108 3.9264 0.0615 0.1215 -0.0134
Sb -1.5379 -2.7612 1.8619 -0.5547 -1.1226 -0.1190
C -2.8087 -4.4890 2.2730 -0.0310 0.4452 -0.0189
C -4.0522 -4.6741 1.6908 -0.0516 0.0804 -0.1819
C -4.8563 -5.7394 2.0575 -0.1785 -0.1772 -0.0192
C -4.4098 -6.6555 2.9919 -0.1162 -0.1508 0.0446
C -3.1534 -6.5015 3.5554 0.0736 -0.0948 0.0645
C -2.3641 -5.4219 3.1999 0.2483 -0.0015 0.0949
C -0.2750 -4.0117 0.6841 -0.0937 0.3684 0.1014
C -0.6707 -4.4802 -0.5553 -0.1961 0.1147 -0.2244
C 0.0919 -5.4360 -1.2047 -0.0701 -0.1026 -0.1381
C 1.2049 -5.9769 -0.5868 -0.0352 -0.1082 0.0768
C 1.5779 -5.5274 0.6676 -0.0230 -0.1956 0.0545
C 0.8486 -4.5337 1.2945 0.0820 0.0689 0.2835
C -2.9681 -1.9420 0.4612 0.3761 -0.2151 0.4357
C -4.1989 -1.5895 0.9872 -0.1252 -0.0013 0.2250
C -5.1953 -1.1060 0.1587 -0.0722 -0.0768 0.1308
C -4.9678 -0.9874 -1.2015 -0.1188 0.0107 -0.0384
C -3.7338 -1.3226 -1.7260 -0.0970 -0.0930 -0.1064
C -2.7341 -1.7919 -0.8926 0.0331 -0.2725 -0.1429
H -4.4091 -3.9841 0.9388 -0.0533 -0.0116 0.0260
H -5.8395 -5.8469 1.6179 -0.0478 -0.0401 -0.0674
H -5.0343 -7.4932 3.2754 -0.0474 -0.0314 0.0347
H -2.7947 -7.2189 4.2842 0.0295 -0.0167 -0.0051
H -1.3843 -5.2906 3.6467 -0.0602 0.0340 0.0827
H -1.5841 -4.1207 -1.0150 0.0856 -0.0140 -0.0639
H -0.1899 -5.7572 -2.1980 -0.0616 -0.0651 -0.0568
H 1.7751 -6.7518 -1.0819 0.0923 0.0314 -0.0480
H 2.4461 -5.9439 1.1567 0.1220 0.0206 0.0230
H 1.1443 -4.1525 2.2665 0.0592 -0.0170 -0.0024
H -4.3656 -1.6837 2.0566 -0.1297 0.0196 -0.0917
H -6.1461 -0.8138 0.5851 -0.0491 0.0289 0.0015
H -5.7528 -0.6100 -1.8424 -0.0070 0.0428 -0.0825
H -3.5338 -1.2139 -2.7805 0.1022 0.0929 -0.1013
H -1.7640 -2.0088 -1.3147 0.0265 -0.1627 -0.1817
```
Forces are in eV/Å.

---

Which of these has the highest largest force on an atom? C4H7NdO3

---

The highest largest force on an atom belongs to which entry? C4H7NdO3